Entry from the Open Molecules 2025 dataset: C15H29ORu as an isolated structure at a distorted geometry (ωB97M-V/def2-TZVPD).

Atoms and positions in Å:
C -1.52741 -3.65201 -1.32870
H -1.34405 -4.18265 -2.27916
H -2.50450 -4.00375 -0.98129
H -0.81096 -4.02005 -0.61407
C -1.59444 -2.16911 -1.69380
H -1.55983 -1.52669 -0.78725
H -0.70937 -1.99633 -2.33486
C -2.83882 -1.81860 -2.50041
H -2.60199 -0.87198 -3.01660
H -3.22461 -2.54435 -3.23694
H -3.72197 -1.61537 -1.89771
C 0.57054 2.28661 1.35917
C -0.69509 2.25338 0.58133
C -1.46349 1.11551 1.05700
C -0.66362 0.38166 1.98095
C 0.60170 1.06682 2.15478
C 1.72995 0.53577 2.96362
C -1.08812 -0.87284 2.65636
C -2.84484 0.74044 0.64440
C -1.14603 3.24681 -0.42377
C 1.68163 3.24634 1.17888
Ru 0.59301 0.68487 -0.00468
H -0.21531 -1.47990 2.90582
H -1.63887 -0.66918 3.58640
H -1.75446 -1.45783 2.01109
H 1.55831 -0.52489 3.18614
H 2.68011 0.65438 2.42738
H 1.80902 1.05925 3.92490
H 1.60545 3.73517 0.20247
H 1.68051 4.01411 1.97638
H 2.63119 2.70346 1.21015
H -2.03332 2.88451 -0.95283
H -1.39322 4.18199 0.08974
H -0.34818 3.42097 -1.15551
H -2.92598 -0.34894 0.58859
H -3.62193 1.07888 1.35136
H -3.08414 1.16161 -0.33495
C 4.00255 -1.45854 -1.64011
C 3.26660 -0.14289 -1.42521
O 1.82939 -0.34608 -1.36283
H 3.70509 -2.22529 -0.91432
H 5.06725 -1.24684 -1.50653
H 3.86173 -1.83533 -2.66129
H 3.55813 0.31811 -0.46943
H 3.48325 0.53794 -2.25810
H 1.43912 -0.29918 -2.25658

Properties
- HOMO level (alpha / beta) (eV) = -15.487 / -16.909
- DFT total energy (hartree) = -758.29783
- strongest force on any atom (hartree/bohr) = 0.097
- net charge = +2
- LUMO (alpha / beta) (eV) = -6.7 / -10.6
- spin multiplicity = 6
- energy relative to the best compared isomer or geometry (same formula, charge and spin) (kJ/mol) = 0.0